# 1
Density functional theory data (ωB97M-V with the def2-TZVPD basis set) for a 7-piece molecular cluster, C41H67NO31S6 overall.

Each line ends with the Löwdin charge.
Element x y z (Å)
1 C 8.11311 -0.90944 0.54515  -0.08
2 C 8.23153 -0.92368 -0.99804  -0.13
3 C 6.91653 -1.01948 -1.72872  -0.51
4 O 6.49834 -2.05924 -2.13032  0.15
5 O 6.22748 0.13218 -1.98964  -0.02
6 C 5.71493 0.75126 -0.77834  -0.15
7 C 4.47743 1.57863 -1.14759  -0.10
8 C 3.30222 1.26400 -0.25002  -0.13
9 C 3.55900 1.19384 1.12774  0.03
10 C 2.58539 0.89167 2.08602  -0.12
11 C 2.90013 0.82496 3.55933  -0.13
12 C 3.58889 2.10520 4.07413  -0.17
13 C 2.61384 3.21758 4.47129  -0.17
14 C 1.54730 2.82444 5.46014  -0.16
15 O 2.14066 2.37623 6.70436  -0.03
16 C 1.81270 1.12878 7.06142  -0.37
17 O 1.43208 0.85609 8.14839  0.11
18 C 1.30914 0.63972 1.58166  -0.02
19 C 1.03542 0.70340 0.22107  0.00
20 C 1.99406 1.04432 -0.74574  -0.07
21 C 1.60405 1.15075 -2.20170  -0.11
22 C 0.51000 2.18314 -2.51082  -0.15
23 C 0.97499 3.64990 -2.71452  -0.40
24 C 1.08212 4.06467 -4.19678  -0.06
25 C 2.24702 4.04201 -1.97400  -0.08
26 C -0.41434 0.35005 0.06446  -0.33
27 O -0.94014 0.11614 -0.99126  0.11
28 N -1.02376 0.32184 1.33537  0.08
29 C -1.90884 -0.85671 1.63613  -0.10
30 C -3.01412 -1.11906 0.59761  -0.16
31 C -3.00639 -2.58483 0.12106  -0.17
32 C -2.57796 -2.75713 -1.35794  -0.15
33 C -1.42483 -3.73255 -1.53181  -0.23
34 O -0.57416 -3.30162 -2.59263  -0.18
35 C 0.75089 -3.73067 -2.40974  -0.12
36 C 0.04607 0.31633 2.28384  -0.35
37 O -0.09031 0.08809 3.45369  0.12
38 H 8.39798 0.07301 0.91469  0.07
39 H 8.78296 -1.62140 1.01367  0.07
40 H 7.10868 -1.09099 0.91426  0.07
41 H 8.73311 -0.01242 -1.31083  0.12
42 H 8.80559 -1.79240 -1.29101  0.11
43 H 6.51012 1.37114 -0.36621  0.13
44 H 5.45896 -0.04500 -0.08745  0.11
45 H 4.27668 1.35833 -2.18692  0.11
46 H 4.74514 2.62679 -1.04508  0.12
47 H 4.56129 1.35776 1.50276  0.12
48 H 3.61689 0.01129 3.69511  0.13
49 H 2.02481 0.59393 4.14298  0.07
50 H 4.15751 1.82681 4.96055  0.11
51 H 4.27609 2.49772 3.33116  0.10
52 H 2.18346 3.70623 3.59813  0.13
53 H 3.19962 3.98533 4.97133  0.09
54 H 0.86757 2.05689 5.08712  0.11
55 H 0.92625 3.68506 5.69277  0.13
56 H 1.96489 0.32753 6.32833  0.14
57 H 2.46732 1.37394 -2.81908  0.10
58 H 1.24598 0.17982 -2.53744  0.12
59 H 0.06853 1.86372 -3.45524  0.11
60 H -0.29898 2.18436 -1.79232  0.09
61 H 0.18288 4.27528 -2.30157  0.12
62 H 1.66850 4.97848 -4.25079  0.07
63 H 0.06891 4.30895 -4.50839  0.07
64 H 1.46730 3.26693 -4.82590  0.08
65 H 2.23112 3.72441 -0.93372  0.08
66 H 3.15117 3.70874 -2.47682  0.07
67 H 2.30698 5.13055 -1.93997  0.08
68 H -1.26570 -1.72069 1.79155  0.12
69 H -2.38025 -0.67024 2.59305  0.12
70 H -3.96630 -0.95823 1.09879  0.10
71 H -2.98095 -0.42704 -0.23156  0.08
72 H -4.00653 -2.99414 0.23773  0.10
73 H -2.36411 -3.21118 0.73762  0.10
74 H -2.36198 -1.81515 -1.85089  0.10
75 H -3.42781 -3.19295 -1.88236  0.11
76 H -1.77504 -4.73706 -1.77619  0.12
77 H -0.82832 -3.81787 -0.61715  0.11
78 H 1.30759 -3.67695 -3.34137  0.09
79 H 1.25843 -3.07892 -1.68631  0.09
80 H 0.81870 -4.74942 -2.02418  0.05
81 C 4.77845 6.26005 8.76293  -0.16
82 C 3.88515 5.03632 8.79956  -0.16
83 O 2.63449 5.50437 8.27996  -0.18
84 S 2.89104 6.63204 7.18025  0.60
85 O 2.85099 6.03776 5.89172  -0.22
86 O 2.09819 7.75996 7.50038  -0.21
87 O 4.42162 6.92708 7.54259  -0.19
88 H 4.57224 6.93329 9.59693  0.13
89 H 5.83498 6.00775 8.75189  0.13
90 H 3.74792 4.64230 9.80193  0.14
91 H 4.25526 4.24462 8.14475  0.13
92 C -4.22358 3.33166 -2.45973  -0.16
93 C -4.07258 1.83574 -2.60544  -0.15
94 O -4.30354 1.59606 -4.00766  -0.18
95 S -3.76997 2.83396 -4.85999  0.60
96 O -2.46729 2.53074 -5.32571  -0.21
97 O -4.80614 3.26162 -5.73412  -0.23
98 O -3.62997 3.87556 -3.65870  -0.18
99 H -5.27538 3.62758 -2.43606  0.14
100 H -3.71790 3.71876 -1.59182  0.10
101 H -4.78658 1.27883 -2.00708  0.14
102 H -3.05968 1.50618 -2.36162  0.13
103 C 2.91824 -7.88492 -3.00775  -0.15
104 C 1.79926 -8.62716 -3.70776  -0.15
105 O 0.91154 -9.00797 -2.64432  -0.18
106 S 0.93458 -7.89288 -1.50091  0.59
107 O -0.17137 -7.02557 -1.68114  -0.22
108 O 1.18642 -8.53344 -0.25972  -0.22
109 O 2.25703 -7.13550 -1.97691  -0.19
110 H 3.62297 -8.57186 -2.53602  0.14
111 H 3.45463 -7.21134 -3.66979  0.14
112 H 2.14479 -9.50907 -4.23857  0.14
113 H 1.25391 -7.97699 -4.39446  0.14
114 C -6.44724 5.14615 1.47404  -0.15
115 C -5.16596 5.30648 2.26517  -0.15
116 O -4.72250 3.95925 2.49124  -0.18
117 S -5.13002 3.04101 1.25370  0.60
118 O -4.02222 2.92480 0.36873  -0.23
119 O -5.80455 1.89619 1.73674  -0.20
120 O -6.18077 4.04650 0.58778  -0.19
121 H -7.28667 4.87518 2.11613  0.14
122 H -6.69960 6.03311 0.90019  0.14
123 H -5.31516 5.81328 3.21360  0.14
124 H -4.40013 5.82890 1.68834  0.14
125 C -1.69113 -9.76951 2.27637  -0.16
126 C -0.87038 -10.71891 1.43238  -0.17
127 O -1.04864 -11.99681 2.06221  -0.19
128 S -2.51517 -12.08645 2.69670  0.60
129 O -3.37431 -12.76679 1.79786  -0.22
130 O -2.39155 -12.48537 4.05014  -0.22
131 O -2.85941 -10.52364 2.63000  -0.19
132 H -1.16674 -9.49434 3.19344  0.13
133 H -1.97446 -8.86978 1.73768  0.14
134 H 0.18104 -10.45103 1.40518  0.12
135 H -1.25732 -10.78214 0.41328  0.14
136 C -7.97103 3.66606 -7.61440  -0.16
137 C -7.12998 2.41286 -7.52835  -0.17
138 O -8.04588 1.35327 -7.85911  -0.19
139 S -9.11889 1.87760 -8.92037  0.59
140 O -8.71411 1.50376 -10.22650  -0.22
141 O -10.41468 1.57572 -8.43225  -0.22
142 O -8.83479 3.44373 -8.73901  -0.19
143 H -8.59021 3.79514 -6.72434  0.13
144 H -7.37369 4.55898 -7.77359  0.14
145 H -6.71160 2.25636 -6.54276  0.11
146 H -6.32737 2.41779 -8.26767  0.14

Atomic forces in eV per Å
C 0.01 0.48 0.01
C -0.11 0.26 0.49
C 0.26 -0.06 -0.11
O -0.30 -0.57 -0.31
O -0.24 0.14 0.48
C 0.31 -0.01 -0.70
C 0.34 -0.34 0.42
C -0.35 -0.05 0.12
C -0.61 -0.23 0.19
C -0.60 -0.05 -0.17
C 1.09 0.34 -0.51
C -0.81 -0.30 0.37
C 0.71 0.08 0.17
C -0.10 -0.13 -0.30
O -0.13 0.44 -0.35
C 0.06 -0.39 -0.06
O -0.12 -0.14 1.11
C 0.43 0.30 -0.43
C 0.17 0.29 0.27
C -0.05 -0.11 0.36
C -0.13 0.07 0.19
C 0.27 0.56 -0.70
C 0.14 -0.02 -0.07
C -0.64 -0.05 0.87
C -0.21 0.42 0.20
C 0.56 0.35 -0.68
O -0.42 -0.18 -0.04
N 0.79 -1.61 0.47
C -0.64 0.85 -0.36
C -0.18 -0.66 0.76
C -0.10 0.29 -0.83
C -0.55 -0.74 0.17
C 0.55 0.20 -0.36
O -0.11 -0.06 -0.14
C 0.32 0.12 0.39
C 0.15 0.86 -0.12
O -0.31 -0.21 0.44
H -0.01 0.07 0.13
H 0.03 -0.18 -0.06
H -0.09 -0.24 -0.04
H 0.18 -0.01 -0.17
H 0.11 -0.04 -0.23
H 0.00 0.03 0.26
H -0.08 -0.02 0.19
H -0.11 0.12 -0.13
H -0.17 0.22 -0.17
H 0.15 0.09 -0.16
H -0.08 -0.18 0.04
H -0.22 -0.13 -0.03
H 0.18 0.09 0.04
H 0.20 -0.01 -0.01
H -0.28 -0.11 -0.08
H 0.05 0.19 -0.10
H 0.05 -0.15 -0.07
H 0.03 0.12 0.19
H -0.04 0.23 -0.55
H 0.13 0.05 -0.04
H -0.08 -0.16 0.09
H -0.25 -0.02 -0.02
H 0.06 -0.24 0.25
H -0.08 0.04 0.12
H 0.21 -0.03 -0.34
H -0.01 -0.10 -0.47
H 0.25 0.07 -0.11
H 0.15 -0.21 0.07
H 0.09 -0.28 0.03
H 0.05 0.10 -0.09
H 0.08 -0.16 -0.23
H 0.15 0.22 0.18
H -0.07 0.20 0.07
H 0.14 0.00 -0.09
H -0.10 -0.05 0.04
H 0.07 0.09 0.25
H 0.28 0.11 0.13
H -0.10 0.18 -0.23
H -0.09 -0.13 0.14
H -0.01 0.14 0.13
H -0.18 0.08 -0.22
H 0.05 0.02 0.05
H -0.12 -0.10 -0.11
C -0.08 0.10 0.37
C 0.29 -0.29 -0.23
O -0.01 0.32 0.13
S 0.18 -0.23 0.31
O -0.06 0.24 -0.16
O -0.15 0.05 -0.11
O -0.05 -0.23 -0.09
H 0.00 -0.02 0.00
H 0.02 0.07 -0.21
H -0.23 0.07 0.00
H 0.01 0.00 0.03
C -0.43 0.13 -0.18
C 0.53 -0.07 0.22
O -0.38 0.28 -0.07
S 0.21 -0.18 0.75
O 0.06 0.19 -0.43
O 0.08 -0.05 -0.19
O 0.00 -0.28 -0.05
H 0.02 -0.02 0.02
H 0.25 0.17 -0.08
H -0.12 -0.07 -0.20
H -0.02 0.00 0.03
C 0.26 -0.32 0.02
C -0.10 0.31 -0.30
O 0.28 -0.06 0.20
S 0.26 -0.15 -0.38
O -0.09 0.10 0.27
O -0.25 -0.04 0.14
O -0.23 0.04 -0.13
H -0.01 0.00 -0.01
H -0.09 0.18 0.11
H -0.10 -0.14 0.16
H 0.03 0.00 -0.01
C -0.26 0.02 0.32
C 0.19 0.28 -0.27
O -0.27 -0.10 0.00
S -0.04 0.29 0.17
O -0.06 -0.23 0.11
O 0.09 -0.19 0.01
O 0.26 0.09 -0.03
H 0.02 0.01 0.01
H 0.05 -0.11 -0.19
H 0.04 -0.21 0.12
H -0.03 0.02 0.00
C 0.30 0.13 0.26
C -0.13 0.11 -0.42
O -0.02 0.15 0.30
S 0.18 0.25 -0.16
O -0.15 -0.08 0.06
O -0.01 -0.16 0.06
O 0.02 -0.13 -0.22
H 0.01 0.00 -0.01
H -0.21 -0.07 -0.01
H 0.05 -0.19 0.10
H 0.02 0.05 0.00
C -0.11 0.02 0.38
C 0.27 0.05 -0.28
O -0.27 0.19 0.10
S 0.27 0.14 0.19
O -0.13 -0.01 -0.14
O -0.09 -0.14 -0.05
O 0.18 -0.13 -0.11
H 0.02 -0.01 0.00
H -0.07 0.01 -0.20
H -0.12 -0.21 0.03
H 0.02 0.03 0.04

Properties
HOMO level (eV): -9.3
Strongest force on any atom (eV/Å): 1.9
Total charge: 0
Orbital gap (eV): 8.91
SMILES: CCC(=O)OCCc1cc(CCCCOC=O)c2c(c1CCC(C)C)C(=O)N(CCCCCOC)C2=O.O=S1(=O)OCCO1.O=S1(=O)OCCO1.O=S1(=O)OCCO1.O=S1(=O)OCCO1.O=S1(=O)OCCO1.O=S1(=O)OCCO1
E_tot (eV): -173571.854

=====

# 2
Density functional theory data (ωB97M-V with the def2-TZVPD basis set) for a 3-piece molecular cluster, C3H5N2O2 overall.

Each line ends with the natural charge from an NBO analysis.
Element x y z (Å)
1 C -0.19346 2.58327 -0.07309  0.42
2 C -2.83983 -0.05148 -0.04955  0.47
3 C -1.16819 -1.90191 0.09924  0.60
4 N -2.16149 -0.96257 0.20442  -0.65
5 N 1.83155 0.35888 -0.02652  -0.88
6 O -1.04612 3.31213 -0.04452  -0.41
7 O 0.02134 -1.65117 0.17555  -0.57
8 H 1.70115 0.52924 -1.02649  0.45
9 H -1.47436 -2.88378 -0.05056  0.18
10 H 1.04646 -0.28293 0.04922  0.46
11 H 1.62407 1.13567 0.54850  0.45
12 H 2.65888 -0.18534 0.19381  0.45

Atomic forces in eV per Å
C -0.53 0.42 0.07
C -1.05 1.19 -0.20
C 1.82 1.10 0.44
N 1.11 -0.78 0.09
N -0.35 -1.56 -1.54
O 0.40 -0.31 -0.05
O -1.11 0.23 -0.13
H 0.94 0.84 0.03
H -0.91 -1.86 -0.27
H -0.86 -0.94 0.99
H 0.14 1.34 0.57
H 0.39 0.33 0.00

Properties
HOMO level (eV): -15.8
Energy relative to the best compared isomer or geometry (same formula, charge and spin) (eV): 1.298
Strongest force on any atom (eV/Å): 2.2
Total charge: +1
Orbital gap (eV): 11.19
E_tot (eV): -10258.379

=====

# 3
Density functional theory data (ωB97M-V with the def2-TZVPD basis set) for a 7-piece molecular cluster, C22H28Cl24O5P3S overall.

Each line ends with the Löwdin charge.
Element x y z (Å)
1 C -5.54022 4.49948 -2.70558  -0.10
2 O -4.29294 4.46602 -2.03903  -0.20
3 C -4.41296 4.49711 -0.62747  -0.23
4 C -3.12742 3.88636 -0.00046  -0.18
5 C -2.22015 3.18180 -1.00934  -0.20
6 C -1.04122 2.44075 -0.32223  -0.18
7 C -0.78079 1.11276 -1.07767  -0.22
8 C 0.70250 0.66670 -1.01882  -0.22
9 C 0.88665 -0.71521 -0.36256  -0.32
10 P 0.70449 -2.13168 -1.49362  0.86
11 C 0.58943 -3.66752 -0.52881  -0.24
12 C 1.65000 -3.72029 0.60833  -0.37
13 O 2.70299 -3.11898 0.52635  0.06
14 C 1.25545 -4.58634 1.76357  -0.19
15 C 0.84190 -5.86393 1.46302  -0.04
16 C 0.44143 -6.67959 2.48166  -0.06
17 C 0.47394 -6.21711 3.77119  -0.06
18 C 0.89881 -4.95938 4.06901  -0.07
19 C 1.27926 -4.13044 3.04633  -0.02
20 P 2.36729 -2.17881 -2.97846  0.24
21 S 3.61349 -3.59345 -2.57886  0.20
22 P -1.12944 -2.08002 -2.70321  0.29
23 O -0.96341 -3.22190 -3.60569  -0.29
24 O -2.40165 -2.29485 -1.76889  -0.12
25 O -1.19758 -0.74185 -3.51891  -0.14
26 H -6.36483 4.70869 -2.01959  0.09
27 H -5.76767 3.53882 -3.18099  0.06
28 H -5.53058 5.27052 -3.47678  0.09
29 H -4.50418 5.52782 -0.26884  0.11
30 H -5.28577 3.93033 -0.29015  0.11
31 H -2.58602 4.67750 0.52092  0.09
32 H -3.41524 3.13860 0.74342  0.09
33 H -1.79487 3.89429 -1.71353  0.12
34 H -2.82452 2.44776 -1.54379  0.11
35 H -1.26710 2.23948 0.72602  0.11
36 H -0.14862 3.05532 -0.44600  0.11
37 H -1.06619 1.30443 -2.10965  0.09
38 H -1.43311 0.32732 -0.68042  0.10
39 H 1.19870 0.72144 -1.99125  0.10
40 H 1.21773 1.38303 -0.37797  0.11
41 H 0.18786 -0.83424 0.46999  0.11
42 H 1.89160 -0.78085 0.06512  0.09
43 H 0.63612 -4.51452 -1.21746  0.11
44 H -0.38953 -3.65950 -0.03880  0.11
45 H 0.84492 -6.20516 0.43607  0.12
46 H 0.10653 -7.68244 2.25472  0.12
47 H 0.14463 -6.89007 4.55307  0.12
48 H 0.94213 -4.60542 5.08942  0.04
49 H 1.60173 -3.11946 3.26433  0.13
50 H 2.91766 -0.88188 -3.09409  -0.07
51 H 1.76861 -2.44609 -4.22908  -0.03
52 H -2.41335 -3.24102 -1.55398  0.10
53 H -1.84167 -0.90287 -4.24210  0.01
54 C -3.74570 5.37417 3.77236  -2.04
55 Cl -4.12216 5.93213 5.40292  0.54
56 Cl -5.23055 5.30423 2.81369  0.55
57 Cl -2.60764 6.49416 3.01355  0.54
58 Cl -3.02022 3.76268 3.85298  0.49
59 C -4.40600 0.34781 -6.46805  -2.04
60 Cl -3.79905 -1.04740 -5.54061  0.56
61 Cl -5.49163 -0.23137 -7.72429  0.56
62 Cl -5.27043 1.43398 -5.38028  0.54
63 Cl -3.04128 1.19650 -7.19676  0.54
64 C 6.63193 -0.29866 -2.54293  -2.04
65 Cl 6.03744 -0.95205 -1.00980  0.52
66 Cl 7.18736 -1.61565 -3.57432  0.54
67 Cl 5.30971 0.57119 -3.35664  0.49
68 Cl 7.95947 0.81500 -2.23615  0.52
69 C 3.27660 -4.32020 7.76772  -2.05
70 Cl 3.50779 -4.27057 9.51398  0.54
71 Cl 1.62392 -3.80920 7.37802  0.53
72 Cl 4.42426 -3.22997 6.98403  0.53
73 Cl 3.52959 -5.96709 7.17965  0.53
74 C 8.85863 3.94935 -4.88935  -2.05
75 Cl 9.50073 3.89884 -6.53264  0.53
76 Cl 10.13928 3.53563 -3.74143  0.52
77 Cl 8.25458 5.57154 -4.53902  0.53
78 Cl 7.53835 2.78273 -4.73328  0.47
79 C -2.23474 1.90582 7.35076  -2.05
80 Cl -1.91489 1.74510 9.07850  0.54
81 Cl -3.86532 2.54282 7.10976  0.51
82 Cl -1.05117 3.00806 6.63344  0.50
83 Cl -2.10368 0.31896 6.57574  0.50

Atomic forces in eV per Å
C -0.22 0.08 -0.09
O -0.46 -0.02 0.03
C 0.90 -0.24 0.28
C -0.26 0.11 -0.24
C 0.15 -0.16 0.84
C -0.49 -0.33 -0.95
C 0.47 0.52 -0.10
C -0.59 -0.07 0.43
C 0.53 0.34 -0.04
P -0.25 1.27 0.57
C 0.08 0.27 0.04
C 1.07 0.12 -0.02
O -1.30 -0.14 0.09
C 0.23 0.54 -1.69
C -0.17 -0.14 -0.61
C -0.19 -0.88 -0.47
C -0.55 -1.27 0.87
C 0.08 0.61 0.71
C 0.53 1.15 0.59
P 1.39 -1.39 -0.88
S -0.11 0.18 0.20
P -0.30 -1.27 -1.29
O 0.47 -0.65 0.19
O 0.60 0.79 0.29
O -0.33 0.17 1.01
H 0.05 0.12 0.00
H 0.18 -0.04 0.03
H 0.05 0.01 0.01
H -0.25 0.01 -0.13
H -0.06 0.01 -0.13
H 0.13 -0.11 0.05
H -0.02 0.15 0.12
H -0.25 -0.08 -0.24
H 0.01 0.12 -0.20
H 0.26 0.18 0.09
H 0.03 0.04 0.49
H -0.01 -0.24 -0.05
H -0.08 0.03 -0.12
H -0.08 -0.04 -0.03
H 0.21 -0.12 -0.03
H -0.07 -0.14 -0.08
H -0.02 -0.28 -0.09
H 0.14 -0.07 0.12
H -0.07 -0.03 -0.21
H -0.04 -0.13 -0.01
H 0.01 -0.05 0.12
H 0.05 0.09 0.12
H -0.07 -0.10 -0.11
H 0.07 0.01 -0.06
H -0.54 0.10 0.31
H -0.55 0.57 0.34
H -0.43 -0.02 -0.05
H 0.06 0.44 -0.23
C -0.01 0.03 0.01
Cl 0.02 -0.02 -0.05
Cl 0.02 -0.01 0.02
Cl -0.02 -0.02 0.00
Cl -0.03 0.05 -0.12
C -0.06 0.31 -0.14
Cl -0.02 -0.28 0.04
Cl 0.07 -0.03 0.09
Cl 0.06 -0.06 0.00
Cl -0.01 -0.05 0.05
C 0.23 -0.10 0.14
Cl -0.07 0.01 -0.06
Cl -0.08 0.05 0.01
Cl -0.07 0.03 -0.03
Cl -0.05 -0.22 0.23
C 0.09 -0.03 0.04
Cl -0.02 0.00 -0.07
Cl 0.00 0.10 0.20
Cl -0.04 -0.02 0.00
Cl -0.02 0.03 -0.01
C 0.01 0.04 -0.06
Cl -0.01 -0.01 0.05
Cl -0.02 -0.01 0.00
Cl 0.01 -0.04 0.00
Cl -0.03 0.24 -0.28
C -0.02 0.08 0.08
Cl 0.00 -0.01 -0.05
Cl 0.07 -0.05 0.04
Cl -0.01 -0.06 0.07
Cl 0.00 0.00 -0.02

Properties
HOMO level (eV): -11.4
Strongest force on any atom (eV/Å): 2.2
Total charge: +1
Orbital gap (eV): 8.29
E_tot (eV): -372738.285